The following is a DFT calculation (the ωB97M-V functional and the def2-TZVPD basis) of C5H5F7N2O8PtS2 as an isolated structure in a non-equilibrium geometry.

Geometry as XYZ:
```
30
Properties=species:S:1:pos:R:3:mulliken_charge:R:1
Pt 0.12242 -1.44916 0.06164 1.60
S 0.77075 0.17816 2.93579 0.79
S -0.02420 1.80063 0.90737 0.61
F -1.27019 -1.35404 3.79912 -0.21
F 1.50735 3.59817 -0.23045 -0.21
F 2.58968 2.27384 1.16675 -0.21
F 2.05644 -2.47899 -0.38343 -0.71
F -1.69734 0.78690 3.55011 -0.24
F 2.14298 1.65799 -0.83897 -0.19
F -0.47363 0.01779 5.19550 -0.23
O -0.44120 2.81460 1.89795 -0.48
O 0.13576 -0.32194 -1.94132 -0.60
O 1.12809 1.51219 3.51513 -0.57
O -1.27502 -3.04475 -0.37000 -0.64
O 1.82544 -0.86816 3.29755 -0.62
O -0.57370 -5.04250 -0.08833 -0.60
O -0.89253 1.71144 -0.24707 -0.43
O -0.21669 -3.41960 1.13743 -0.53
N 0.29158 0.05796 1.45805 -0.42
N 0.18964 -0.50230 -4.20890 -0.41
C -0.79851 -0.14358 3.91028 0.72
C -0.25637 0.03721 -3.05149 0.42
C -1.32796 1.14743 -3.17684 -0.86
C 1.71879 2.37855 0.17799 0.75
C -1.06804 -3.96785 0.39655 0.96
H -0.21478 -0.41805 -5.13056 0.19
H -1.75237 1.32468 -4.16505 0.38
H -2.23930 0.77768 -2.70690 0.27
H -0.92532 2.07260 -2.76449 0.18
H 0.96826 -1.13690 -4.10343 0.28
```

Results
- Total energy: -68558.94438 eV
- Frontier orbital gap (alpha / beta): 8.189 / 6.966 eV
- Net charge: -1
- E_LUMO (alpha / beta): 2.2557 / 1.0751 eV
- Spin multiplicity: 4